C37H50AgBN6O2S6 | ωB97M-V with the def2-TZVPD basis set

The geometry in ORCA input format:
```
! wB97M-V def2-TZVPD RIJCOSX def2/J DEFGRID3
* xyz -2 1
Ag -0.300 0.168 -0.520
C 1.229 1.858 5.547
C 1.096 1.919 4.013
C 2.232 1.119 3.392
C 1.199 3.372 3.524
N -0.227 1.403 3.676
C -1.355 2.035 4.162
C -2.430 1.375 3.698
N -2.003 0.334 2.922
B -3.007 -0.495 2.107
N -2.460 -1.934 1.939
C -2.061 -2.590 3.072
C -1.435 -3.727 2.723
N -1.426 -3.795 1.344
C -2.085 -2.683 0.873
S -2.555 -2.415 -0.700
C -0.739 -4.880 0.649
C 0.639 -5.078 1.303
C -1.596 -6.149 0.796
C -0.504 -4.594 -0.832
N -3.387 0.203 0.792
C -4.468 -0.267 0.096
C -4.644 0.498 -0.994
N -3.669 1.473 -0.991
C -2.889 1.268 0.110
S -1.713 2.316 0.701
C -3.635 2.458 -2.073
C -4.925 3.291 -1.956
C -3.556 1.701 -3.400
C -2.420 3.376 -2.031
C -0.645 0.367 2.878
S 0.297 -0.758 2.084
H 2.185 2.272 5.861
H 1.173 0.821 5.875
H 0.435 2.416 6.040
H 3.178 1.597 3.641
H 2.135 1.078 2.312
H 2.240 0.100 3.767
H 2.230 3.711 3.603
H 0.568 4.044 4.106
H 0.893 3.427 2.482
H -1.302 2.916 4.769
H -3.473 1.571 3.836
H -4.014 -0.581 2.772
H -2.238 -2.172 4.043
H -1.005 -4.488 3.341
H 0.563 -5.495 2.305
H 1.142 -4.115 1.355
H 1.244 -5.756 0.703
H -1.758 -6.395 1.845
H -1.100 -6.989 0.312
H -2.564 -5.992 0.323
H -0.042 -3.618 -0.957
H -1.438 -4.598 -1.384
H 0.158 -5.356 -1.241
H -5.019 -1.119 0.435
H -5.369 0.408 -1.777
H -5.808 2.655 -2.000
H -4.980 4.012 -2.769
H -4.936 3.830 -1.008
H -4.437 1.095 -3.597
H -2.661 1.063 -3.329
H -3.433 2.405 -4.221
H -2.378 3.961 -1.118
H -2.460 4.051 -2.887
H -1.527 2.758 -2.110
C -1.059 -1.076 -4.533
C -0.215 -0.081 -3.695
C 0.325 1.020 -4.640
O -0.945 0.457 -2.679
H -0.452 -1.606 -5.271
H -1.857 -0.544 -5.052
H -1.512 -1.796 -3.856
H 0.668 -0.647 -3.326
H -0.506 1.561 -5.094
H 0.951 0.589 -5.421
H 0.919 1.725 -4.064
O 2.027 -0.055 -0.469
C 3.206 0.458 -0.775
C 3.278 1.954 -0.492
C 2.284 2.843 -0.756
C 2.602 4.170 -0.392
C 3.834 4.281 0.164
S 4.636 2.751 0.243
C 3.527 0.221 -2.250
C 3.444 -0.984 -2.877
C 3.717 -0.918 -4.259
C 4.006 0.341 -4.672
S 3.953 1.468 -3.367
C 4.303 -0.282 -0.004
C 4.072 -1.179 0.990
C 5.241 -1.817 1.461
C 6.361 -1.408 0.811
S 6.001 -0.226 -0.399
H 1.343 2.533 -1.187
H 1.936 5.005 -0.534
H 4.337 5.159 0.528
H 3.160 -1.879 -2.353
H 3.702 -1.775 -4.912
H 4.246 0.690 -5.658
H 3.076 -1.355 1.355
H 5.245 -2.559 2.242
H 7.380 -1.720 0.957
*
```

## Properties
frontier orbital gap = 5.42 eV
molecular weight = 921.9 g mol⁻¹
E = -121906.9552 eV
max |F| = 1.04 eV/A